1.
Computed, not measured: a structure of composition ClN2O10Tl at a distorted geometry, with ωB97M-V/def2-TZVPD.

Each line ends with the Löwdin spin population.
Element x y z (Å)
O1 -1.2947 0.7203 -2.3020  -0.01
O2 0.0719 -2.3103 2.0564  0.30
N1 1.3327 -1.1965 -1.2810  -0.03
O3 -0.2100 1.4797 -0.3194  -0.17
O4 -1.5258 2.8790 -1.0092  -0.79
Cl1 -1.3362 1.3674 -0.9577  0.03
O5 0.4444 -0.1389 2.1083  0.15
N2 -0.2676 -1.1345 2.2228  -0.04
O6 0.7325 -2.2617 -1.0897  0.19
O7 1.2548 -0.6678 -2.4116  0.66
O8 -1.4678 -0.9402 2.4651  0.59
O9 1.8765 -0.4957 -0.4799  0.17
Tl1 2.7555 1.7372 1.1360  0.00
O10 -2.3661 0.9621 -0.1380  -0.06

Computed properties:
- orbital gap (spin up / spin down) (eV) = 8.239 / 7.959
- ⟨S²⟩ = 1.768
- 2S+1 = 2
- largest force on an atom (eV/A) = 12.8
- total charge = +1

2.
Computed, not measured: a cluster of 3 separate species, ClN2O6 in total at a distorted geometry, with ωB97M-V/def2-TZVPD.

Each line ends with the Mulliken charge.
Element x y z (Å)
O1 -1.7352 0.3782 0.5363  -0.60
O2 0.2039 0.0101 -2.4795  -0.64
O3 -0.1463 -0.2592 1.7968  -0.53
Cl1 -1.0712 1.9970 3.8158  -1.06
N1 -1.0518 -0.5631 1.0132  0.94
N2 1.3186 0.0356 -1.9411  0.94
O4 1.4175 0.2693 -0.7282  -0.55
O5 -1.3089 -1.7391 0.6219  -0.75
O6 2.3734 -0.1288 -2.6351  -0.75

Computed properties:
- orbital gap (eV) = 6.188
- largest force on an atom (eV/A) = 2.1
- total charge = -3

3.
Computed, not measured: a cluster of 2 separate species, ClN3O2 in total at a distorted geometry, with ωB97M-V/def2-TZVPD.

Each line ends with the Mulliken charge.
Element x y z (Å)
Cl1 -1.7148 1.2770 0.0300  -0.19
O1 2.4927 0.9298 0.2339  -0.52
N1 1.6408 0.2079 -0.0249  0.87
O2 -1.8120 -1.3083 0.4360  -0.15
N2 -1.4608 -0.5795 -0.3970  0.31
N3 0.8541 -0.5270 -0.2780  -0.32

Computed properties:
- orbital gap (eV) = 9.535
- largest force on an atom (eV/A) = 3.4

4.
Computed, not measured: the molecule ClNO at a distorted geometry, with ωB97M-V/def2-TZVPD.

Each line ends with the Mulliken charge.
Element x y z (Å)
Cl1 -0.1983 0.2334 0.0861  0.51
O1 0.5920 0.2253 -1.5568  -0.38
N1 -0.3938 -0.4588 1.4706  -0.13

Computed properties:
- orbital gap (spin up / spin down) (eV) = 8.450 / 8.335
- largest force on an atom (eV/A) = 3.5

5.
Computed, not measured: a cluster of 2 separate species, ClNO2S in total at a distorted geometry, with ωB97M-V/def2-TZVPD.

Each line ends with the Mulliken charge.
Element x y z (Å)
O1 0.7492 0.1678 -1.1604  -0.38
N1 0.2615 -0.0655 -0.1501  0.76
Cl1 -2.4716 -0.8102 0.0331  -0.08
O2 0.3906 -0.7900 0.7470  -0.31
S1 -2.1063 1.1209 0.2317  0.00

Computed properties:
- orbital gap (spin up / spin down) (eV) = 6.313 / 6.314
- largest force on an atom (eV/A) = 3.4

6.
Computed, not measured: a cluster of 2 separate species, ClNO4S in total at a distorted geometry, with ωB97M-V/def2-TZVPD.

Each line ends with the Mulliken charge.
Element x y z (Å)
O1 1.2362 -1.1436 -1.1411  -0.37
O2 -2.1005 0.4624 -1.1511  -0.37
O3 1.1257 -0.7869 1.3487  -0.37
Cl1 2.5679 1.1020 -0.1422  -0.13
N1 -1.8364 0.4859 0.0078  0.78
S1 1.0584 -0.3024 -0.0104  0.82
O4 -2.0514 0.1825 1.0884  -0.36

Computed properties:
- orbital gap (spin up / spin down) (eV) = 6.294 / 9.793
- largest force on an atom (eV/A) = 5.4

7.
Computed, not measured: a structure of composition ClNi at a distorted geometry, with ωB97M-V/def2-TZVPD.

Each line ends with the Löwdin spin population.
Element x y z (Å)
Cl1 0.8030 -0.5869 0.6080  0.56
Ni1 -0.8030 0.5869 -0.6080  1.44

Computed properties:
- orbital gap (spin up / spin down) (eV) = 9.469 / 6.906
- ⟨S²⟩ = 2.011
- 2S+1 = 3
- largest force on an atom (eV/A) = 2.6
- total charge = +1

8.
Computed, not measured: the molecule ClPS at a distorted geometry, with ωB97M-V/def2-TZVPD.

Each line ends with the Mulliken charge.
Element x y z (Å)
Cl1 -1.9388 0.3706 0.0016  -0.33
P1 1.5106 -1.0236 -0.0027  0.24
S1 0.4282 0.6531 0.0011  0.08

Computed properties:
- orbital gap (eV) = 6.685
- largest force on an atom (eV/A) = 4.0

9.
Computed, not measured: a structure of composition ClTi2 at a distorted geometry, with ωB97M-V/def2-TZVPD.

Each line ends with the Löwdin spin population.
Element x y z (Å)
Ti1 -20.2215 9.2982 1.8082  2.92
Cl1 -18.6034 7.3248 0.8596  0.15
Ti2 -16.8168 5.6116 -0.4506  2.93

Computed properties:
- orbital gap (spin up / spin down) (eV) = 6.613 / 10.297
- ⟨S²⟩ = 12.002
- 2S+1 = 7
- largest force on an atom (eV/A) = 1.2
- total charge = +1

10.
Computed, not measured: a structure of composition CrCuH11O10S at a distorted geometry, with ωB97M-V/def2-TZVPD.

Each line ends with the Löwdin spin population.
Element x y z (Å)
Cu1 2.0394 0.3624 0.4064  0.00
O1 -0.9435 2.3750 0.3468  0.03
O2 0.1515 -0.0759 -0.5723  0.05
O3 0.5826 1.0713 4.0420  0.00
O4 3.4188 -1.3014 -1.0307  0.00
O5 0.6835 1.2519 -2.9284  0.00
H1 -1.2041 2.7347 -0.5129  0.00
H2 4.1494 -1.2724 -1.6607  0.00
H3 -1.4878 -2.5812 0.0822  0.00
H4 -2.1504 0.1711 -2.0320  0.00
H5 -3.6427 0.1974 -1.6553  0.00
O6 -0.3967 0.0014 2.1961  0.05
O7 -2.7574 0.1585 -1.2756  0.03
O8 2.0053 -0.2219 2.5541  0.01
H6 2.6300 -1.3531 -1.5845  0.00
H7 0.4088 0.8013 -2.0995  0.00
H8 1.4382 1.7920 -2.6730  0.00
O9 -2.1229 -2.0312 0.5562  0.02
O10 0.4977 -1.3621 3.9722  0.00
H9 0.5176 -0.9212 -0.8383  0.01
H10 -0.0005 2.5734 0.4269  0.00
S1 0.6801 -0.1431 3.2168  0.00
H11 -2.9733 -2.4695 0.4363  0.00
Cr1 -1.5237 0.2427 0.6274  3.79

Computed properties:
- orbital gap (spin up / spin down) (eV) = 6.150 / 6.099
- ⟨S²⟩ = 6.007
- 2S+1 = 5
- largest force on an atom (eV/A) = 4.4

11.
Computed, not measured: a structure of composition CrH12O6 at a distorted geometry, with ωB97M-V/def2-TZVPD.

Each line ends with the Löwdin spin population.
Element x y z (Å)
Cr1 22.9870 -7.6170 -13.9490  3.72
O1 24.0270 -6.0650 -13.1560  0.02
H1 22.0820 -9.9200 -13.9730  0.00
H2 24.7480 -9.7490 -13.7160  0.00
H3 21.2720 -5.4590 -14.1350  0.00
H4 21.4460 -7.5730 -11.9670  0.00
O2 21.9790 -9.1870 -14.5960  0.03
O3 21.2590 -6.4310 -14.2120  0.06
O4 24.6820 -8.8060 -13.4040  0.06
H5 22.2210 -9.4670 -15.4660  0.00
H6 23.2350 -6.5290 -16.2790  0.00
H7 24.9530 -6.3330 -12.9790  0.00
H8 23.7720 -5.5840 -12.3590  0.00
O5 22.1780 -8.1420 -12.1470  0.03
H9 24.4370 -7.4770 -16.2270  0.00
O6 23.7140 -7.1380 -15.6980  0.04
H10 22.5080 -8.3270 -11.2730  0.00
H11 20.3650 -6.7570 -14.1570  0.00
H12 25.4170 -8.7410 -12.7740  0.01

Computed properties:
- orbital gap (spin up / spin down) (eV) = 8.134 / 13.658
- ⟨S²⟩ = 6.004
- 2S+1 = 5
- largest force on an atom (eV/A) = 2.5
- total charge = +2

12.
Computed, not measured: a structure of composition CrH3O at a distorted geometry, with ωB97M-V/def2-TZVPD.

Each line ends with the Löwdin spin population.
Element x y z (Å)
Cr1 0.7747 1.1132 -0.3171  3.40
H1 -1.5776 0.0156 -0.1439  0.00
H2 1.8978 -0.1486 -0.0835  -0.37
O1 -0.6869 -0.0005 0.2241  -0.03
H3 -0.4080 -0.9797 0.3204  0.00

Computed properties:
- orbital gap (spin up / spin down) (eV) = 9.567 / 11.182
- ⟨S²⟩ = 4.106
- 2S+1 = 4
- largest force on an atom (eV/A) = 2.6
- total charge = +2

13.
Computed, not measured: a structure of composition CsF2NO4S2 at a distorted geometry, with ωB97M-V/def2-TZVPD.

Each line ends with the Mulliken charge.
Element x y z (Å)
O1 5.1600 -1.0234 -4.7253  -0.60
F1 2.8797 -1.2013 -4.1692  -0.24
Cs1 7.9454 -1.4673 -6.2849  1.02
N1 3.8036 -3.3965 -5.0597  -0.22
O2 6.2783 -3.7636 -5.3262  -0.59
O3 5.0499 -4.8778 -3.4206  -0.52
S1 4.2441 -2.0222 -4.0946  1.03
O4 4.3741 -2.1881 -2.6206  -0.52
F2 4.6131 -5.4940 -5.6694  -0.33
S2 5.0196 -4.1948 -4.6972  0.97

Computed properties:
- orbital gap (eV) = 8.948
- largest force on an atom (eV/A) = 8.8

14.
Computed, not measured: a structure of composition CsF2NO4S2 at a distorted geometry, with ωB97M-V/def2-TZVPD.

Each line ends with the Mulliken charge.
Element x y z (Å)
Cs1 2.7334 -1.7059 0.9322  1.00
O1 0.5640 2.1561 -1.3276  -0.56
N1 0.4620 -0.4096 -0.5124  -0.36
O2 -2.0809 -0.2612 -0.8488  -0.56
S1 0.2866 1.2968 -0.2084  1.08
F1 -0.8841 -2.2899 -0.7459  -0.29
O3 -0.6399 1.7633 0.8660  -0.50
S2 -0.9641 -0.8142 -0.0566  1.05
O4 -1.1592 -1.2422 1.3710  -0.58
F2 1.6822 1.5069 0.5305  -0.29

Computed properties:
- orbital gap (eV) = 8.961
- largest force on an atom (eV/A) = 7.8

15.
Computed, not measured: a structure of composition CsH2O, with ωB97M-V/def2-TZVPD.

Each line ends with the Mulliken charge.
Element x y z (Å)
O1 6.1790 -9.6047 1.7144  -0.69
H1 6.3898 -8.8346 2.2635  0.35
Cs1 3.5521 -10.7027 2.6360  1.00
H2 6.2038 -9.2806 0.8008  0.35

Computed properties:
- orbital gap (eV) = 12.415
- largest force on an atom (eV/A) = 0.5
- total charge = +1

16.
Computed, not measured: a structure of composition Cu3F3 at a distorted geometry, with ωB97M-V/def2-TZVPD.

Each line ends with the Löwdin spin population.
Element x y z (Å)
F1 -1.0902 -0.0405 2.1082  0.28
F2 -0.2306 0.2392 -0.3485  0.11
F3 1.5168 -1.1944 -2.0784  0.65
Cu1 -1.0883 1.7504 1.0893  0.79
Cu2 -0.5586 -1.6310 0.8667  0.82
Cu3 1.4509 0.8763 -1.6374  0.34

Computed properties:
- orbital gap (spin up / spin down) (eV) = 9.542 / 4.854
- ⟨S²⟩ = 3.773
- 2S+1 = 4
- largest force on an atom (eV/A) = 2.7
- total charge = +3

17.
Computed, not measured: a structure of composition CuI2 at a distorted geometry, with ωB97M-V/def2-TZVPD.

Each line ends with the Löwdin spin population.
Element x y z (Å)
I1 -0.6904 1.3899 2.1128  0.72
I2 1.2548 -1.4996 -1.6671  0.16
Cu1 -0.5644 0.1096 -0.4457  0.11

Computed properties:
- orbital gap (spin up / spin down) (eV) = 8.126 / 4.199
- ⟨S²⟩ = 0.763
- 2S+1 = 2
- largest force on an atom (eV/A) = 1.8

18.
Computed, not measured: a structure of composition F10InN2O8PS4 at a distorted geometry, with ωB97M-V/def2-TZVPD.

Each line ends with the Mulliken charge.
Element x y z (Å)
O1 23.6759 -0.2973 17.6942  -0.45
F1 23.4482 0.7526 13.6511  -0.31
F2 19.4485 -1.4750 16.8145  -0.31
F3 19.9944 2.7858 11.2684  -0.08
S1 17.2161 3.8855 13.4446  1.00
O2 15.9883 3.4129 12.8597  -0.47
N1 21.1978 -0.0541 16.6824  -0.06
O3 17.4313 5.2996 13.5280  -0.42
S2 18.5333 3.3014 11.5363  1.00
F4 16.8986 3.5184 14.9543  -0.26
F5 23.9573 -0.0868 11.5258  -0.33
F6 24.2595 2.1676 11.9596  -0.34
O4 22.1117 1.3225 18.7752  -0.48
F7 22.4552 1.3971 10.6268  -0.35
O5 21.4726 -2.2797 17.7880  -0.44
O6 17.6921 2.4501 10.7794  -0.47
O7 18.5954 4.6612 11.0789  -0.45
S3 20.7169 -1.0727 17.7337  1.02
N2 18.4963 3.0021 13.2126  -0.07
P1 23.0599 1.1118 12.1021  1.15
S4 22.4971 0.5042 17.6580  1.05
F8 22.1329 2.3363 12.6519  -0.34
In1 20.0804 0.9155 14.3337  1.49
F9 21.8602 0.0070 12.2980  -0.37
F10 22.9661 1.5267 16.5593  -0.22
O8 19.9987 -0.5639 18.8687  -0.47

Computed properties:
- orbital gap (eV) = 2.838
- largest force on an atom (eV/A) = 8.9

19.
Computed, not measured: a structure of composition F14NO4P2RbS2 at a distorted geometry, with ωB97M-V/def2-TZVPD.

Each line ends with the Mulliken charge.
Element x y z (Å)
F1 -1.6719 -0.6419 5.4055  -0.35
F2 -0.5714 3.9951 -2.4593  -0.36
F3 1.0383 1.0941 5.0940  -0.36
Rb1 2.9759 0.6527 1.2499  0.99
P1 0.0674 4.5114 -1.0223  1.16
F4 0.9394 -5.2825 -1.7322  -0.27
F5 0.5781 -1.0542 4.8429  -0.36
S1 0.7816 -3.9661 -2.6760  1.03
F6 -1.0741 1.6082 5.7779  -0.36
F7 -0.4561 3.1259 -0.3545  -0.34
P2 -0.3002 0.2335 5.3288  1.14
F8 0.0628 -0.0417 6.8952  -0.36
F9 1.4392 3.6794 -1.3821  -0.37
F10 -0.5394 0.6016 3.7410  -0.36
S2 -1.0269 -3.4860 -4.2270  1.05
F11 -1.3518 5.2346 -0.5699  -0.36
O1 1.0828 -2.8696 -1.7244  -0.54
F12 0.5599 5.9371 -1.7758  -0.38
F13 -2.5765 -3.7516 -4.3545  -0.30
F14 0.8462 5.0182 0.3094  -0.34
N1 -0.9246 -4.2135 -2.8963  -0.26
O2 -0.5287 -4.1352 -5.4212  -0.58
O3 -1.0187 -2.0268 -4.2113  -0.59
O4 1.6686 -4.2229 -3.8375  -0.53

Computed properties:
- orbital gap (eV) = 7.225
- largest force on an atom (eV/A) = 6.9
- total charge = -2

20.
Computed, not measured: a structure of composition F18KP3 at a distorted geometry, with ωB97M-V/def2-TZVPD.

Each line ends with the Mulliken charge.
Element x y z (Å)
F1 2.4182 1.4320 1.5321  -0.38
K1 -0.9188 -1.4090 -0.4199  1.02
F2 -0.0027 2.4888 -0.4934  -0.41
F3 2.7324 -2.1456 -3.5511  -0.41
F4 2.6506 -0.3413 -2.2812  -0.32
P1 2.8431 -1.8650 -1.9331  1.21
F5 -3.4438 -1.3956 2.1307  -0.34
F6 0.1612 1.8279 1.8480  -0.38
F7 2.8802 -1.4961 -0.3498  -0.33
F8 3.0386 -3.4140 -1.7151  -0.35
P2 1.1707 1.9560 0.5823  1.15
F9 -4.2179 1.6310 0.9383  -0.38
F10 -3.7789 0.7609 3.0448  -0.37
F11 2.1869 1.9777 -0.6581  -0.34
F12 1.4050 3.5508 0.8841  -0.39
F13 -3.8885 -0.6107 0.0177  -0.38
F14 -5.4996 -0.2304 1.6887  -0.36
F15 1.2141 -2.0175 -2.0015  -0.41
F16 4.4598 -1.6811 -2.1575  -0.38
F17 0.7219 0.4808 0.2352  -0.27
F18 -2.2623 0.4438 1.1362  -0.41
P3 -3.8703 0.0566 1.5225  1.25

Computed properties:
- orbital gap (eV) = 9.930
- largest force on an atom (eV/A) = 3.3
- total charge = -2